The following is a quantum chemistry calculation of C32H39F3IN2O5SSiTa as an isolated structure, from the Open Molecules 2025 dataset.

Structure (XYZ):
```
85
Properties=species:S:1:pos:R:3:forces:R:3:lowdin_charge:R:1
Ta 0.314 0.602 0.120 -0.09 0.15 0.31 1.586
O 3.645 1.820 -1.851 0.02 -0.04 -0.05 0.211
C 2.937 1.244 -1.100 -0.04 -0.01 0.00 -0.463
O 1.571 1.286 -1.156 -0.06 0.01 0.21 -0.206
C 3.370 0.393 0.053 -0.01 0.04 -0.05 -0.178
C 4.694 0.137 0.320 0.03 -0.02 0.02 0.052
C 4.996 -0.632 1.437 0.02 0.01 -0.02 0.013
C 3.961 -1.099 2.232 -0.02 0.00 0.00 -0.002
C 2.654 -0.802 1.890 -0.01 0.00 0.00 -0.112
N 2.360 -0.069 0.809 0.01 0.04 -0.02 -0.045
H 5.455 0.542 -0.334 -0.01 0.00 -0.01 0.144
H 6.024 -0.858 1.685 0.00 0.00 0.00 0.133
H 4.158 -1.695 3.112 -0.02 0.00 0.00 0.129
H 1.820 -1.151 2.481 0.01 0.00 0.01 0.095
F 0.078 6.394 7.750 0.03 -0.01 0.00 0.158
C 1.226 5.836 7.355 -0.01 0.00 0.03 -0.593
F 1.713 5.119 8.378 -0.01 0.03 -0.02 0.163
F 2.099 6.819 7.097 -0.02 -0.02 0.01 0.164
C 1.040 4.959 6.138 -0.01 0.01 -0.01 -0.082
C -0.204 4.834 5.537 0.00 -0.01 0.00 0.023
C -0.342 4.025 4.424 0.01 0.00 0.02 0.005
C 0.769 3.345 3.917 -0.03 -0.03 -0.02 -0.239
C 2.021 3.478 4.532 0.00 0.02 0.01 0.005
C 2.152 4.287 5.641 0.01 -0.01 -0.01 0.019
C 0.623 2.514 2.776 0.05 0.03 0.01 -0.033
C 0.503 1.801 1.789 -0.03 -0.22 -0.18 -0.153
H -1.055 5.364 5.940 0.00 0.00 0.00 0.131
H -1.306 3.911 3.946 0.00 0.00 0.00 0.122
H 2.876 2.951 4.133 0.00 0.00 0.00 0.122
H 3.112 4.401 6.125 0.00 0.00 0.00 0.137
I -5.751 1.070 0.417 -0.03 0.00 0.01 1.013
C -3.927 2.007 0.131 0.04 0.05 -0.02 -0.712
C -3.832 3.356 -0.187 -0.03 -0.01 0.00 -0.074
C -2.578 3.919 -0.377 -0.01 0.00 0.03 -0.004
C -1.459 3.128 -0.238 0.04 0.00 -0.02 -0.120
N -1.551 1.815 0.044 0.00 0.17 -0.11 -0.109
C -2.764 1.267 0.230 0.06 -0.07 0.03 -0.205
H -4.724 3.962 -0.284 0.00 0.00 0.00 0.120
H -2.470 4.966 -0.621 0.01 0.00 0.00 0.131
H -0.461 3.536 -0.351 -0.04 -0.01 0.01 0.127
H -2.787 0.212 0.464 -0.01 0.00 -0.01 0.067
C -3.508 -3.744 -2.686 0.01 0.00 -0.01 -0.007
C -2.844 -3.527 -1.340 0.07 -0.03 0.04 -0.594
C -2.580 -4.838 -0.624 -0.01 -0.03 -0.01 -0.009
C -3.642 -2.575 -0.466 0.02 0.00 -0.01 -0.038
O -1.520 -2.955 -1.641 -0.10 0.17 -0.05 -0.125
Si -0.461 -1.874 -1.195 -0.13 -0.29 0.02 -0.098
S -0.491 -1.448 0.934 0.17 0.15 -0.18 0.498
O 1.050 -2.104 -1.651 0.13 0.02 -0.10 -0.150
C 1.984 -3.196 -1.957 -0.10 0.04 0.15 -0.597
C 2.518 -3.710 -0.632 0.01 -0.02 -0.01 -0.006
C 3.077 -2.560 -2.793 0.04 -0.04 -0.03 -0.004
C 1.250 -4.279 -2.723 0.04 -0.03 -0.03 -0.009
O -0.712 -0.252 -1.661 -0.09 0.02 0.12 -0.340
C -1.110 0.197 -3.078 0.10 -0.09 -0.14 -0.527
C -2.616 0.339 -3.082 0.02 -0.04 0.09 0.008
C -0.426 1.512 -3.375 0.00 0.01 0.08 -0.013
C -0.640 -0.882 -4.035 0.04 0.02 -0.08 -0.009
H -4.466 -4.246 -2.550 0.00 0.00 0.00 0.105
H -2.879 -4.366 -3.322 -0.01 -0.01 0.00 0.100
H -3.692 -2.797 -3.194 0.00 0.01 0.00 0.082
H -3.524 -5.332 -0.395 0.00 -0.01 0.00 0.105
H -2.048 -4.668 0.313 0.00 0.01 0.01 0.093
H -1.988 -5.505 -1.251 -0.01 0.00 0.00 0.095
H -4.648 -2.972 -0.333 0.00 0.01 0.01 0.108
H -3.737 -1.590 -0.928 0.00 0.00 -0.03 0.057
H -3.195 -2.471 0.524 0.01 0.00 0.00 0.066
H 3.028 -2.911 -0.088 0.00 0.01 -0.01 0.072
H 3.232 -4.516 -0.801 0.00 0.00 0.00 0.106
H 1.709 -4.099 -0.011 0.00 -0.01 0.00 0.095
H 3.555 -1.741 -2.252 -0.01 0.00 0.01 0.080
H 2.678 -2.174 -3.731 -0.01 0.00 0.00 0.092
H 3.840 -3.302 -3.030 0.00 0.01 0.00 0.105
H 0.463 -4.730 -2.119 0.00 0.00 0.01 0.082
H 1.956 -5.061 -3.003 -0.02 -0.01 -0.01 0.107
H 0.808 -3.881 -3.637 0.00 0.01 0.00 0.097
H -2.937 1.143 -2.421 -0.05 0.03 0.02 0.078
H -3.104 -0.590 -2.789 0.00 -0.01 0.01 0.073
H -2.946 0.585 -4.091 0.02 0.01 -0.01 0.115
H -0.706 2.280 -2.652 0.05 0.00 -0.02 0.071
H -0.759 1.859 -4.353 -0.03 -0.04 -0.01 0.115
H 0.655 1.411 -3.403 0.01 0.03 0.00 0.089
H -1.133 -1.838 -3.852 -0.01 0.00 0.00 0.085
H 0.440 -1.009 -3.980 -0.02 0.00 -0.01 0.091
H -0.893 -0.575 -5.050 -0.01 0.01 0.01 0.118
```
Forces are in eV/Å.

## Properties
E   -83546.1159 eV
Total charge   +2
Energy above the lowest of the compared OMol25 structures with the same formula, charge and spin   0.0 kJ/mol
LUMO   -7.23 eV
HOMO-LUMO gap   0.2545 Eh

=====

The following is a quantum chemistry calculation of a 2-piece molecular cluster, C32H39N2O2S overall at a distorted geometry, from the Open Molecules 2025 dataset.

Structure (XYZ):
```
76
Properties=species:S:1:pos:R:3:forces:R:3:lowdin_charge:R:1
C -2.165 6.521 0.316 0.04 -0.45 0.45 -0.057
O -2.162 5.524 1.358 -0.27 0.08 -0.29 -0.115
C -2.461 4.233 1.034 0.20 -0.35 -0.27 -0.281
C -2.682 3.345 2.112 0.23 0.77 -0.70 -0.002
C -2.964 2.024 1.852 -0.05 -0.36 -0.10 -0.024
C -2.973 1.511 0.545 0.18 0.30 -0.04 -0.153
C -3.280 0.047 0.338 -0.04 -1.14 0.38 -0.495
C -3.214 -0.491 -0.981 0.50 0.60 0.16 -0.376
S -3.505 -2.146 -1.243 -0.29 1.26 -0.46 1.015
C -5.138 -2.121 -2.079 0.17 -0.72 0.03 -0.240
C -2.435 -2.477 -2.685 -0.35 -0.38 0.09 -0.265
O -3.554 -0.681 1.324 0.36 0.70 -0.55 -0.056
C -2.667 2.390 -0.505 -0.30 -0.29 0.26 -0.028
C -2.468 3.750 -0.290 0.14 0.24 0.56 -0.010
H -1.954 7.451 0.844 -0.01 -0.06 -0.23 0.094
H -1.387 6.311 -0.426 -0.06 0.11 0.10 0.088
H -3.142 6.581 -0.178 0.14 -0.07 0.12 0.101
H -2.613 3.737 3.124 -0.13 -0.08 -0.14 0.123
H -3.168 1.357 2.683 -0.03 -0.09 -0.17 0.119
H -3.093 0.120 -1.870 -0.07 -0.23 0.11 0.060
H -5.424 -3.158 -2.294 -0.10 0.25 -0.04 0.055
H -5.841 -1.668 -1.372 0.29 -0.14 -0.13 0.068
H -5.074 -1.534 -3.001 0.06 -0.07 0.29 0.060
H -2.413 -3.567 -2.812 0.02 0.29 -0.19 0.056
H -2.838 -1.990 -3.580 0.10 -0.07 0.27 0.063
H -1.432 -2.108 -2.453 -0.34 -0.02 0.00 0.043
H -2.589 2.000 -1.514 -0.11 0.19 0.06 0.100
H -2.288 4.425 -1.130 -0.04 -0.32 0.31 0.106
C 1.318 5.366 3.765 -0.36 0.03 -0.09 -0.143
C 1.708 4.532 4.990 0.38 -0.27 0.04 -0.146
C 1.273 3.087 4.694 -0.21 -0.10 0.65 -0.145
N 0.885 3.078 3.293 -0.41 -0.97 -0.61 -0.069
C 0.565 1.921 2.637 0.00 0.65 0.30 -0.191
C 0.032 0.822 3.367 0.06 -0.39 0.04 0.005
C -0.304 -0.342 2.715 -0.25 0.28 0.08 0.004
C 0.004 -0.530 1.340 0.05 -0.07 -0.11 -0.229
C -0.248 -1.801 0.753 0.57 0.23 0.43 0.086
C 0.656 -2.518 -0.065 0.31 -0.09 -0.58 -0.204
C 2.078 -2.310 -0.032 -0.33 -0.21 -0.14 0.015
C 2.919 -3.078 -0.814 0.03 0.08 -0.04 0.020
C 2.383 -3.874 -1.867 -0.06 0.18 -0.11 -0.194
N 3.175 -4.380 -2.872 -0.07 0.33 0.40 -0.102
C 2.755 -4.343 -4.264 -0.69 -0.37 -0.16 -0.150
C 3.898 -4.993 -5.054 -0.05 0.26 -0.06 -0.147
C 4.815 -5.670 -4.024 0.09 -0.17 0.21 -0.145
C 4.318 -5.247 -2.627 0.40 -0.19 0.34 -0.138
C 0.984 -4.098 -1.896 -0.17 0.23 0.15 0.008
C 0.168 -3.533 -0.940 0.10 0.14 -0.04 -0.023
C 0.562 0.566 0.617 0.21 0.03 0.46 -0.001
C 0.745 1.793 1.230 0.03 -0.37 -0.22 0.013
C 1.036 4.363 2.635 0.47 0.34 -0.57 -0.140
H 0.416 5.953 3.966 0.14 -0.06 -0.04 0.113
H 2.112 6.055 3.473 -0.14 0.00 0.08 0.111
H 2.795 4.549 5.120 -0.18 0.06 0.08 0.111
H 1.250 4.886 5.918 0.13 0.05 -0.20 0.113
H 2.103 2.379 4.878 -0.39 0.17 -0.14 0.133
H 0.431 2.786 5.339 0.23 0.11 -0.17 0.117
H -0.158 0.928 4.439 0.11 -0.11 -0.50 0.116
H -0.754 -1.173 3.260 0.01 0.31 -0.09 0.134
H -1.170 -2.310 1.041 0.03 0.08 0.06 0.136
H 2.483 -1.556 0.648 -0.09 -0.37 -0.13 0.128
H 4.006 -3.006 -0.713 -0.44 0.15 -0.08 0.122
H 1.816 -4.906 -4.405 0.23 0.13 -0.10 0.110
H 2.570 -3.306 -4.592 0.03 -0.31 0.23 0.130
H 3.496 -5.712 -5.772 0.15 0.15 0.05 0.111
H 4.437 -4.222 -5.609 -0.03 -0.16 0.01 0.110
H 4.753 -6.759 -4.118 0.14 0.24 0.03 0.111
H 5.859 -5.373 -4.150 -0.15 -0.12 -0.10 0.110
H 5.095 -4.727 -2.044 -0.18 -0.16 -0.20 0.117
H 4.017 -6.144 -2.052 0.03 0.43 -0.10 0.127
H 0.581 -4.763 -2.660 0.05 0.12 0.32 0.117
H -0.885 -3.816 -0.882 0.28 0.12 -0.02 0.108
H 0.828 0.419 -0.430 -0.21 0.17 0.20 0.128
H 1.102 2.646 0.655 -0.11 -0.28 0.14 0.112
H 0.132 4.646 2.068 0.29 -0.29 0.21 0.113
H 1.882 4.329 1.921 -0.24 0.06 0.22 0.124
```
Forces are in eV/Å.

## Properties
E   -51718.9449 eV
Total charge   +1
Energy above the lowest of the compared OMol25 structures with the same formula, charge and spin   27.3 kJ/mol
LUMO   -4.29 eV
HOMO-LUMO gap   0.2034 Eh